1.
{"formula": "Cl3F", "method": "ωB97M-V/def2-TZVPD", "symbols": ["F", "Cl", "Cl", "Cl"], "xyz": [[0.54316, 1.15763, 0.62369], [-0.66511, -1.17331, 0.17042], [-1.15393, 0.29121, -1.09522], [1.27588, -0.27554, 0.30111]], "forces_ev_per_a": [[0.259, -0.565, 0.624], [-9.482, -3.317, -0.695], [-0.733, -0.664, -0.598], [9.956, 4.547, 0.669]], "homo_lumo_gap_ev": 6.931, "e_above_lowest_kcal_mol": 85.5, "homo_ha": -0.3098}



2.
{"formula": "Cl3H2N3", "method": "ωB97M-V/def2-TZVPD", "symbols": ["N", "N", "N", "Cl", "Cl", "Cl", "H", "H"], "xyz": [[0.84007, 1.09228, -0.13547], [0.10786, 0.14974, -0.23855], [-1.16485, 0.08563, -0.07794], [1.87964, -2.37109, 0.12653], [-2.26704, 1.45949, 0.30776], [-1.88207, -1.44370, 0.06027], [0.36356, 2.09264, 0.22872], [2.12284, -1.06499, -0.27132]], "forces_ev_per_a": [[0.352, 4.485, 1.130], [-0.367, -1.658, -0.072], [-2.059, 0.592, 0.015], [0.630, 2.207, -0.701], [0.968, -0.644, -0.014], [0.185, 0.310, -0.021], [0.730, -2.905, -1.087], [-0.438, -2.387, 0.750]], "homo_lumo_gap_ev": 9.034, "e_above_lowest_kcal_mol": 12.8, "homo_ha": -0.3685, "smiles": "[H]/N=N\\N(Cl)Cl.Cl"}



3.
{"formula": "Cl3O12Pb", "method": "ωB97M-V/def2-TZVPD", "symbols": ["Pb", "Cl", "O", "O", "O", "O", "Cl", "O", "O", "O", "O", "Cl", "O", "O", "O", "O"], "xyz": [[-21.62237, 12.61951, 10.68998], [-26.02028, 12.60701, 16.06861], [-27.32277, 11.94944, 15.65963], [-25.10167, 11.76323, 16.73732], [-25.41531, 13.20677, 14.88140], [-26.16352, 13.68167, 16.94137], [-19.01443, 16.64791, 15.38116], [-17.86242, 16.38998, 16.12847], [-18.81934, 15.66536, 14.33971], [-20.16316, 16.93996, 16.20986], [-18.83850, 17.93348, 14.78715], [-25.49099, 8.15407, 7.24836], [-24.67593, 9.37415, 7.37800], [-24.59680, 7.02415, 7.16388], [-26.51343, 8.08898, 8.20983], [-25.92119, 8.13980, 5.82205]], "forces_ev_per_a": [[-0.308, 0.005, 0.364], [-1.520, -0.651, -2.271], [2.972, 1.147, 1.232], [0.580, -2.395, -0.387], [0.166, -0.822, -0.825], [-2.028, 2.687, 2.012], [1.064, 4.140, -0.309], [2.101, -0.779, 3.423], [-3.026, -1.612, -1.079], [-0.772, -3.314, -0.208], [0.571, 1.404, -2.075], [2.882, 0.402, -5.446], [-0.721, -0.345, 0.988], [0.271, -0.681, 2.407], [-0.635, -0.217, 0.630], [-1.598, 1.032, 1.544]], "homo_lumo_gap_ev": 1.876, "e_above_lowest_kcal_mol": 236.9, "homo_ha": -0.2500, "total_charge": -1}



4.
{"formula": "Cl3O12Sr3", "method": "ωB97M-V/def2-TZVPD", "symbols": ["Sr", "Sr", "Sr", "Cl", "O", "O", "O", "O", "Cl", "O", "O", "O", "O", "Cl", "O", "O", "O", "O"], "xyz": [[-1.80346, 3.02614, 0.10044], [1.72581, -3.83201, 1.50401], [1.65856, 1.30443, -2.90442], [-1.79111, -4.50231, -0.90148], [-1.66275, -4.60662, -2.31073], [-2.35208, -3.30746, -0.40832], [-2.63066, -5.57850, -0.60806], [-0.43499, -4.69042, -0.26663], [0.99808, 4.74300, 0.56978], [1.71982, 4.43601, 1.75756], [1.85681, 5.76581, 0.11271], [1.11285, 3.47060, 0.09997], [-0.30826, 5.28656, 0.73914], [0.30311, -0.30638, 0.59141], [-0.62885, -0.92371, -0.33414], [1.26771, -0.18424, -0.45504], [0.03708, 0.95588, 1.09750], [0.93231, -1.05678, 1.61630]], "forces_ev_per_a": [[0.955, 1.263, 1.345], [-0.809, 0.035, -0.144], [0.611, -0.140, 0.940], [3.902, 2.434, 2.479], [-0.041, 0.079, -1.165], [0.049, 0.029, -0.572], [-1.849, -2.832, 0.461], [-1.431, 0.430, -0.635], [8.431, 8.680, 8.467], [-1.633, 0.094, 4.200], [-1.159, 0.614, -4.338], [-3.343, -9.172, -8.504], [-3.695, -1.780, -0.989], [1.288, -1.759, -5.016], [-3.838, -0.715, 3.412], [5.562, 2.436, -2.299], [-2.538, 2.744, 1.101], [-0.463, -2.441, 1.258]], "homo_lumo_gap_ev": [4.349, 3.082], "multiplicity": 2, "homo_ha": [-0.6880, -0.6880], "total_charge": 4}



5.
{"formula": "Cl3O2P", "method": "ωB97M-V/def2-TZVPD", "symbols": ["O", "O", "P", "Cl", "Cl", "Cl"], "xyz": [[-0.98770, 0.57929, -0.33001], [0.52952, -1.45375, 0.40970], [0.60233, 0.17323, 0.72170], [-1.22570, 2.24822, -0.36650], [-0.70143, -2.33049, 1.28053], [1.84297, 0.53957, -0.78817]], "forces_ev_per_a": [[2.185, -0.483, 1.757], [-0.788, -0.314, 0.484], [-3.102, 0.127, -1.653], [0.124, -0.303, 0.103], [0.941, 0.883, -0.490], [0.640, 0.091, -0.201]], "homo_lumo_gap_ev": 8.969, "e_above_lowest_kcal_mol": 71.3, "homo_ha": -0.3749, "smiles": "ClOP(Cl)OCl"}



6.
{"formula": "Cl3OP2", "method": "ωB97M-V/def2-TZVPD", "symbols": ["O", "P", "P", "Cl", "Cl", "Cl"], "xyz": [[-0.80564, -0.42455, 0.15432], [0.91280, 0.77352, 0.14813], [-1.26486, -1.70917, -0.49598], [0.15407, -1.96226, -1.89842], [-0.19823, 2.51850, -0.00518], [1.20186, 0.80395, 2.09712]], "forces_ev_per_a": [[0.292, 0.212, 0.488], [-1.769, 1.167, 0.083], [0.992, 0.749, -0.382], [-0.406, -0.452, 0.013], [0.807, -1.317, -0.220], [0.084, -0.359, 0.018]], "homo_lumo_gap_ev": 9.043, "e_above_lowest_kcal_mol": 5.2, "homo_ha": -0.5733, "total_charge": 1}